(A)
Density functional theory data (ωB97M-V/def2-TZVPD) for a cluster of 2 separate species, C2H2NOP in total.

Output
E_LUMO (Ha): 0.0278
HOMO energy (Ha): -0.326
SMILES: O=C=P.C#N
Kohn-Sham gap (eV): 9.6

```
7
C2H2NOP | the Open Molecules 2025 dataset | ωB97M-V/def2-TZVPD
O -2.035 0.769 -0.100
C -1.028 1.277 0.233
P 0.465 1.819 0.323
H -0.141 2.963 0.658
C 0.930 -2.326 -0.378
N 0.542 -1.373 -0.876
H 1.266 -3.129 0.140
```

(B)
Density functional theory data (ωB97M-V/def2-TZVPD) for a cluster of 2 separate species, C2H2NOP in total.

Output
E_LUMO (Ha): -0.0238
HOMO energy (Ha): -0.361
Kohn-Sham gap (eV): 9.2

```
7
C2H2NOP | the Open Molecules 2025 dataset | ωB97M-V/def2-TZVPD
C -0.204 -1.255 -0.059
C -0.176 1.043 0.095
N 1.011 -0.808 -0.013
O 1.027 0.528 0.074
P -1.496 -0.026 -0.004
H -0.336 -2.319 -0.142
H 0.174 2.838 0.049
```

Winner for stability: (A)